ORCA calculation (ωB97M-V/def2-TZVPD) on a molecular structure, C16H13AsF6N2O4PS in a non-equilibrium geometry.

Geometry (Å):
C  2.71316  -2.96242  -0.87500
C  2.12698  -2.92704  -2.07908
C  1.83247  -1.58379  -2.79473
C  1.47295  -0.50421  -1.76327
C  2.19416  0.66218  -1.83180
C  1.95389  1.73415  -0.91638
N  2.56903  2.94371  -0.88830
S  1.82733  3.65155  0.36870
N  0.78748  2.56895  0.92069
C  0.93930  1.49320  0.09227
C  0.20163  0.26010  0.17990
P  -1.06465  -0.05299  1.53252
O  -1.01647  1.20619  2.59616
O  -0.41590  -1.37298  2.31452
C  0.45139  -0.73472  -0.75723
O  -0.27771  -1.91843  -0.63314
C  -1.25124  -2.09036  -1.62810
O  -0.91331  -2.58377  -2.67807
C  -2.72252  -1.76268  -1.46130
C  -3.61700  -2.76216  -1.89150
C  -4.99937  -2.61502  -1.83581
C  -5.52428  -1.42865  -1.29425
C  -4.64986  -0.42895  -0.86929
C  -3.25679  -0.57026  -0.96206
H  3.36226  -2.12250  -0.59448
H  2.54582  -3.80453  -0.19628
H  1.86100  -3.89608  -2.52106
H  2.77257  -1.26983  -3.29437
H  1.08889  -1.71125  -3.59221
H  2.96422  0.75402  -2.60616
H  -1.81069  1.72337  2.40392
H  0.02093  -1.08238  3.13427
H  -3.21037  -3.68831  -2.31431
H  -5.61484  -3.43633  -2.21829
H  -6.61464  -1.32187  -1.25528
H  -5.10213  0.48429  -0.46564
H  -2.60355  0.24158  -0.64984
F  3.28898  3.05289  3.40815
As  2.99789  4.41594  4.47785
F  1.53424  4.79672  3.58255
F  3.91948  5.45141  3.40282
F  2.70408  5.77790  5.54039
F  4.45950  4.03381  5.36493
F  2.07570  3.37957  5.54761

The charge is -1. The LUMO energy comes out at 1.59 eV. The orbital gap comes out at 7.9 eV. The value obtained for the HOMO energy is -6.3 eV. Its calculated total energy is -125245.6367 eV.

Here is what natural (NBO) gives for the atomic charges, in e:
1 C -0.42
2 C -0.16
3 C -0.47
4 C -0.07
5 C -0.19
6 C 0.07
7 N -0.61
8 S 1.04
9 N -0.59
10 C 0.08
11 C -0.43
12 P 1.31
13 O -0.95
14 O -0.97
15 C 0.36
16 O -0.54
17 C 0.79
18 O -0.54
19 C -0.09
20 C -0.19
21 C -0.23
22 C -0.19
23 C -0.22
24 C -0.19
25 H 0.20
26 H 0.21
27 H 0.20
28 H 0.22
29 H 0.24
30 H 0.22
31 H 0.50
32 H 0.50
33 H 0.22
34 H 0.22
35 H 0.21
36 H 0.22
37 H 0.23
38 F -0.64
39 As 2.83
40 F -0.64
41 F -0.64
42 F -0.64
43 F -0.63
44 F -0.63